No. 1
{
  "formula": "C5H6O",
  "method": "ωB97M-V/def2-TZVPD",
  "species": ["H", "C", "H", "H", "H", "C", "H", "O", "C", "C", "H", "C"],
  "positions_angstrom": [[0.5421, 0.7655, 1.8585], [-0.2016, 0.6761, 1.0579], [0.2555, 0.4422, -1.9893], [-1.2345, -1.2789, 1.6100], [-1.0019, 1.3948, 1.2601], [0.4375, 1.0036, -0.2771], [1.5336, -0.5747, -1.4081], [0.5945, 2.0899, -0.7878], [-0.2893, -1.2394, -0.3435], [0.5334, -0.2225, -1.1380], [-0.4613, -2.2792, -0.6269], [-0.6635, -0.7463, 0.8462]],
  "atomic_forces_ev_per_a": [[-0.109, -0.026, 0.029], [0.038, 0.106, 0.050], [-0.813, -2.062, -0.657], [0.278, 0.041, -0.326], [0.098, -0.099, 0.053], [0.130, 0.655, 0.002], [0.053, 0.111, 0.407], [0.192, 0.241, 1.053], [-0.109, 0.298, -0.123], [0.157, 0.253, -0.057], [0.000, 0.434, -0.162], [0.086, 0.049, -0.268]],
  "e_tot_ev": -7328.37398,
  "de_lowest_ev": 0.911,
  "charge": 0,
  "smiles": "O=C1CC=CC1",
  "lumo_energy_ev": 1.0320,
  "e_homo_ha": -0.34933
}

No. 2
{
  "formula": "C16H25CdN5O6",
  "method": "ωB97M-V/def2-TZVPD",
  "species": ["C", "H", "C", "H", "N", "N", "H", "O", "C", "H", "O", "C", "Cd", "C", "H", "H", "C", "H", "H", "O", "N", "C", "H", "H", "H", "C", "C", "H", "C", "H", "N", "O", "C", "N", "O", "H", "O", "C", "C", "H", "H", "H", "C", "H", "C", "H", "H", "H", "C", "H", "H", "H", "H"],
  "positions_angstrom": [[-1.2072, 0.9654, -2.4791], [4.4096, 2.0316, 0.9963], [-4.7982, -0.1369, 2.3666], [5.4429, 2.9950, 0.1701], [2.8986, 0.4972, 1.7151], [-0.3709, 0.0993, -1.8574], [0.9810, -2.8288, 3.3174], [1.1636, -3.0902, -3.6301], [2.6753, -0.6436, 2.3859], [2.4621, -3.5230, 2.6046], [0.6833, -2.3371, -0.1011], [-5.0909, -1.2733, 1.6227], [1.4876, 0.8493, -0.4845], [1.8398, -1.5812, 1.6890], [3.6875, 0.3587, -0.5695], [-2.9084, 1.2003, -3.7823], [3.3245, 1.1620, -1.3141], [3.0997, 2.2831, -1.2202], [-3.2934, 1.4023, 2.7364], [3.6804, 1.3597, 2.2672], [0.0698, 2.6383, -1.4155], [-1.6383, 3.4359, -3.0252], [0.9129, -3.5545, 1.6735], [-3.0049, -0.1848, -2.7215], [-2.3289, 3.9683, -2.3580], [3.1800, -0.8702, 3.7667], [-3.5689, 0.5049, 2.1795], [-6.0340, -1.7785, 1.7777], [1.5382, -2.9313, 2.3489], [-0.9330, 4.1767, -3.4188], [1.3607, -1.2693, 0.4744], [-0.6406, -1.1627, -2.0010], [-1.3352, 0.6050, 1.1419], [-0.2808, 1.1223, 1.1008], [0.2254, 3.8179, -1.0635], [-1.9220, -0.2238, -4.1157], [4.9717, 2.2021, 0.1487], [-2.9753, -1.1410, 0.4849], [-2.3099, 0.4195, -3.3153], [-4.4302, -2.6727, 0.0806], [2.8557, -1.8503, 4.1158], [1.8977, -3.3076, -3.0406], [-0.9211, 2.3484, -2.3201], [-5.4971, 0.2765, 3.1052], [-4.2034, -1.7899, 0.6718], [-2.2193, 3.0421, -3.8627], [-2.2554, -1.5042, -0.2549], [2.8192, -0.1305, 4.4763], [-2.6385, -0.0144, 1.2518], [0.2096, -1.8701, -0.8722], [4.0724, 1.1335, -2.1194], [0.5890, -2.4375, -3.1697], [4.2677, -0.7875, 3.8425]],
  "atomic_forces_ev_per_a": [[0.844, -0.099, 0.149], [0.861, 0.380, -0.367], [0.622, 0.560, 0.045], [0.951, 1.958, 0.409], [0.018, -1.214, 0.928], [-0.356, -0.329, -0.334], [0.469, 0.248, -0.852], [-0.355, 0.465, 0.185], [0.004, 2.130, -0.913], [-0.723, 0.787, -0.403], [-0.671, 0.716, -1.126], [-0.057, -0.382, -0.270], [-2.881, -0.792, 1.516], [-1.002, -0.338, -1.763], [-0.728, 1.662, -0.729], [0.135, 0.005, 0.083], [3.954, 0.623, -1.285], [0.167, -1.555, 0.573], [-0.193, -0.310, -0.060], [-0.208, 0.059, -0.203], [0.021, -0.310, -0.038], [-0.362, 0.340, -0.247], [0.527, 0.495, 0.532], [0.278, -0.032, 0.017], [0.190, -0.060, -0.054], [0.249, -0.238, 0.186], [0.250, -0.163, -0.191], [-0.076, -0.002, 0.032], [-0.234, -0.698, -0.087], [-0.066, -0.129, 0.204], [1.074, -1.276, 2.738], [-0.063, 0.870, -0.180], [2.202, 1.228, 0.018], [-3.005, -1.339, 0.196], [-0.111, 0.148, -0.413], [0.017, 0.044, 0.286], [-1.490, -2.198, 0.393], [0.216, -0.205, -0.163], [-0.500, -0.024, -0.358], [-0.073, 0.179, 0.173], [0.223, 0.089, 0.095], [-0.376, 0.224, 0.043], [0.325, -0.523, 0.499], [0.258, -0.330, -0.432], [0.579, 0.911, 0.318], [0.142, 0.119, 0.172], [-0.256, 0.030, 0.286], [-0.271, 0.259, -0.053], [-0.689, -0.066, 0.322], [0.283, -0.910, 0.618], [-0.768, -0.225, -0.082], [0.671, -0.641, -0.184], [-0.016, -0.140, -0.227]],
  "e_tot_ev": -41286.87128,
  "de_lowest_ev": 3.137,
  "charge": 0,
  "lumo_energy_ev": [-1.6284, -1.8073],
  "e_homo_ha": [-0.26571, -0.26534]
}